No. 1
Below is C18H21N7O2 in the gas phase at a distorted geometry, with properties calculated with wB97M-V/def2-TZVPD.

```
! RIJCOSX wB97M-V def2-TZVPD def2/J DEFGRID3
* xyz 0 1
C -0.7401 3.2513 0.0081
C 0.5347 2.5344 -0.3868
N 0.2287 1.0821 -0.6794
C -0.1353 0.5358 -1.9054
C -0.6866 1.2683 -3.1046
N -0.9277 2.5193 -3.2667
O -1.3887 2.6919 -4.4970
N -1.5981 1.4787 -5.1426
C -1.0679 0.5618 -4.3871
N -1.0461 -0.7211 -4.8335
N 0.0239 -0.8163 -1.7481
C 0.2292 -1.0749 -0.3918
C 0.1983 -2.3066 0.3646
C -0.0322 -3.4949 -0.4262
C -0.0192 -4.5216 -1.0868
C -0.1210 -5.7562 -1.8353
C -1.5579 -6.1948 -2.1849
C -0.5230 -5.7925 -3.2764
N 0.6022 -2.3691 1.6599
C 0.9033 -1.2169 2.3456
C 0.7284 0.0408 1.6694
O 0.8603 1.1811 2.3407
C 1.1314 1.0875 3.7613
C 1.2961 2.4695 4.3144
C 0.2978 3.5259 4.0108
N 0.5803 4.8534 4.4808
C 0.3841 0.1209 0.3171
H -1.3170 2.6533 0.7019
H -0.4258 4.2379 0.4752
H -1.3345 3.4127 -0.8396
H 1.4108 2.6097 0.2469
H 0.8171 3.0297 -1.3677
H -1.0572 -0.8036 -5.8203
H -0.5056 -1.3706 -4.2327
H 0.6014 -6.6165 -1.5040
H -1.7389 -7.2969 -1.9519
H -2.3718 -5.4633 -2.0651
H -0.2033 -6.5532 -3.9262
H -0.7075 -4.8076 -3.7153
H 1.4073 -1.2217 3.3019
H 2.1235 0.5172 4.0269
H 0.1531 0.7824 4.1317
H 2.2672 2.7968 3.9511
H 1.2597 2.4143 5.3677
H 0.1608 3.6076 2.9300
H -0.6703 3.1886 4.4088
H 0.4955 4.8648 5.5341
H 1.4806 5.0806 4.2268
*
```

Properties
Relative energy (zero: lowest compared OMol25 entry of this formula, charge and spin): 6.3410 eV
SMILES: CCn1c(-c2nonc2N)nc2c(C#CC3CC3)ncc(OCCCN)c21
Frontier orbital gap: 7.59 eV
HOMO: -0.28653 hartree
E: -1232.0435 Ha
Largest force on an atom: 3.96 eV/Å
LUMO level: -0.2 eV

Mulliken atomic charge list, values in e, 5 entries: C -1.12; C -0.72; N 0.14; C 0.38; C 0.37

***

No. 2
Below is C53H36HfIN4PS as an isolated structure at a distorted geometry, with properties calculated with wB97M-V/def2-TZVPD.

```
! RIJCOSX wB97M-V def2-TZVPD def2/J DEFGRID3
* xyz 2 1
Hf -0.0087 -1.0734 -0.0968
C -4.2275 -2.5720 0.7439
C -2.9943 -2.3255 0.1401
N -2.1626 -1.3806 0.5565
C -2.5143 -0.6177 1.6258
C -3.7672 -0.7550 2.2553
C -4.6171 -1.7753 1.7927
C -4.1374 0.1675 3.2682
C -3.2835 1.1821 3.5839
C -1.9893 1.2570 3.0173
C -1.5388 0.3051 2.1324
N -0.2284 0.1121 1.6607
C 0.8979 0.3096 2.4698
C 0.9789 0.9448 3.6900
C 2.1930 1.0242 4.4068
C 3.3449 0.4781 3.9231
C 3.3111 -0.2078 2.6830
C 4.4476 -0.8273 2.1270
C 4.3565 -1.4893 0.9317
C 3.1171 -1.5379 0.2859
N 2.0285 -0.9643 0.7784
C 2.0971 -0.2963 1.9719
H -4.8559 -3.3600 0.3684
H -2.6769 -2.9151 -0.7191
H -5.5764 -1.9188 2.2663
H -5.0994 0.0755 3.7386
H -3.5719 1.9293 4.3032
H -1.3542 2.0782 3.3013
H 0.1116 1.3901 4.1403
H 2.1938 1.5364 5.3566
H 4.2716 0.5400 4.4678
H 5.3867 -0.7747 2.6581
H 5.2087 -1.9746 0.4848
H 2.9981 -2.0530 -0.6632
I -1.8979 -0.5496 -2.6957
C -2.6451 1.4074 -2.8566
C -3.9719 1.4472 -3.2080
C -4.5806 2.6647 -3.5625
C -3.8179 3.7877 -3.6044
C -2.4482 3.7660 -3.2498
C -1.7132 4.9668 -3.3702
C -0.3865 5.0073 -3.0612
C 0.2214 3.8573 -2.5453
C -0.4512 2.6671 -2.3669
P 0.6267 1.4716 -1.4527
C 1.1305 2.4634 -0.0037
C 2.3349 2.2180 0.6513
C 2.6769 2.9276 1.7899
C 1.7991 3.8604 2.3164
C 0.5710 4.0685 1.7058
C 0.2396 3.3803 0.5526
C 2.0076 1.4000 -2.6526
C 1.6344 0.9726 -3.9305
C 2.5576 0.9139 -4.9579
C 3.8751 1.2882 -4.7253
C 4.2461 1.7341 -3.4695
C 3.3206 1.7969 -2.4380
C -1.8154 2.5666 -2.7963
H -4.5516 0.5408 -3.2456
H -5.6233 2.6853 -3.8271
H -4.2427 4.7278 -3.9159
H -2.2245 5.8453 -3.7331
H 0.1890 5.9104 -3.1782
H 1.2631 3.9312 -2.2464
H 3.0101 1.4489 0.2948
H 3.6242 2.7398 2.2710
H 2.0656 4.4173 3.1998
H -0.1244 4.7834 2.1165
H -0.7140 3.5715 0.0814
H 0.6021 0.7098 -4.1367
H 2.2464 0.5944 -5.9405
H 4.6001 1.2497 -5.5238
H 5.2595 2.0576 -3.2872
H 3.6424 2.1995 -1.4873
S -0.9468 -5.5410 0.5081
C -1.2201 -4.8603 2.0853
C -1.8511 -5.4364 3.1820
C -1.9460 -4.6873 4.3356
C -1.4115 -3.3960 4.4073
C -0.7781 -2.8237 3.3230
C -0.6945 -3.5653 2.1441
N -0.0958 -3.1533 0.9564
C -0.1360 -4.0999 0.0423
C 0.4012 -3.8801 -1.3028
C 0.6364 -4.9680 -2.1397
C 1.1752 -4.7527 -3.3947
C 1.4638 -3.4556 -3.7980
C 1.2057 -2.3828 -2.9540
C 0.6611 -2.5422 -1.6740
H -2.2474 -6.4377 3.1351
H -2.4264 -5.1118 5.2036
H -1.4831 -2.8450 5.3324
H -0.3420 -1.8414 3.3851
H 0.4348 -5.9755 -1.8097
H 1.3761 -5.5851 -4.0455
H 1.8940 -3.2802 -4.7724
H 1.4559 -1.3869 -3.3113
*
```

Properties
Relative energy (zero: lowest compared OMol25 entry of this formula, charge and spin): 0.6743 eV
Frontier orbital gap: 6.76 eV
HOMO: -0.46115 hartree
E: -3345.2670 Ha
Largest force on an atom: 1.42 eV/Å
LUMO level: -5.8 eV

Mulliken atomic charge list, values in e, 5 entries: Hf -2.06; C -1.40; C -0.26; N 0.70; C 0.16

***

No. 3
Below is C46H56I2KN5O7S2 as an isolated structure at a distorted geometry, with properties calculated with wB97M-V/def2-TZVPD.

```
! RIJCOSX wB97M-V def2-TZVPD def2/J DEFGRID3
* xyz -2 1
K -0.9678 0.3836 -1.0399
S -5.4287 0.6279 -1.0007
C -4.3771 0.3748 0.3961
C -4.8565 -0.4528 1.4219
C -4.0426 -0.7043 2.5094
C -2.7803 -0.1277 2.5636
C -2.3914 0.6938 1.5182
N -3.1733 0.9471 0.4518
H -5.8469 -0.8802 1.3392
H -4.3917 -1.3373 3.3178
H -2.1053 -0.3098 3.3895
H -1.3962 1.1487 1.5014
C 5.1677 0.3179 -0.6108
C 4.5554 -0.9049 0.0576
C 5.6116 -1.9256 0.4386
O 3.8386 -0.5342 1.2150
C 2.4196 -0.6102 0.9665
C 2.3106 -1.0708 -0.5011
O 3.6387 -1.5271 -0.8084
C 1.1950 -2.1342 -0.9175
O 0.1891 -1.4700 -1.5294
C 0.6622 -2.9112 0.3204
C -0.7056 -2.9072 0.5709
C -1.2485 -3.6043 1.6480
C -0.4259 -4.3236 2.5048
C 0.9468 -4.3328 2.2702
C 1.4774 -3.6376 1.1918
C 1.7746 -3.2475 -1.8794
C 2.8921 -4.0583 -1.6453
C 3.2605 -5.0587 -2.5357
C 2.5217 -5.2862 -3.6919
C 1.4149 -4.4879 -3.9428
C 1.0522 -3.4860 -3.0456
C 1.6314 0.7254 1.2799
O 0.4825 0.7472 0.5546
C 1.2462 0.7398 2.7949
C 1.2672 1.9066 3.5638
C 0.7854 1.9281 4.8710
C 0.2592 0.7783 5.4483
C 0.2046 -0.3844 4.6882
C 0.6736 -0.3955 3.3798
C 2.5499 1.9259 0.9508
C 2.2035 2.7143 -0.1350
C 2.9938 3.7888 -0.5362
C 4.1487 4.0991 0.1682
C 4.4957 3.3328 1.2784
C 3.7049 2.2592 1.6642
H 5.8464 0.8225 0.0803
H 4.3857 1.0266 -0.8938
H 5.7198 0.0067 -1.5016
H 6.3642 -1.4647 1.0821
H 6.0925 -2.3143 -0.4623
H 5.1377 -2.7483 0.9780
H 2.0492 -1.3745 1.6333
H 2.0759 -0.1975 -1.1123
H -1.3488 -2.3324 -0.0840
H -2.3194 -3.5695 1.8202
H -0.8430 -4.8658 3.3462
H 1.6087 -4.8771 2.9358
H 2.5530 -3.6419 1.0494
H 3.5094 -3.9008 -0.7734
H 4.1364 -5.6633 -2.3226
H 2.8102 -6.0680 -4.3851
H 0.8236 -4.6390 -4.8395
H 0.1921 -2.8578 -3.2394
H 1.6533 2.8224 3.1313
H 0.8270 2.8520 5.4401
H -0.1167 0.7924 6.4647
H -0.2142 -1.2926 5.1092
H 0.5578 -1.3057 2.7993
H 1.2813 2.4774 -0.6449
H 2.6910 4.3825 -1.3912
H 4.7655 4.9385 -0.1316
H 5.3915 3.5727 1.8422
H 3.9886 1.6692 2.5273
C -0.3863 4.1304 -2.6695
O 0.7158 3.2390 -2.9562
C 0.3659 1.9523 -3.1425
O -0.7779 1.5401 -3.0541
N 1.4539 1.2128 -3.4633
N 1.3122 -0.1801 -3.7241
H -0.0538 5.1181 -2.9762
H -0.6098 4.1247 -1.6024
H -1.2726 3.8490 -3.2277
H 2.3329 1.5606 -3.1121
H 0.8602 -0.6603 -2.9091
H 2.2540 -0.5463 -3.7889
I -4.5429 2.5731 -2.2153
I -3.9880 5.1965 -3.8720
S -0.8123 4.4733 1.1951
C -2.1591 3.9811 2.0686
N -2.0752 3.5522 3.3543
C -3.1891 2.9741 4.1018
C -4.4851 3.6159 3.6465
C -4.5847 3.4644 2.1392
N -3.3990 4.0539 1.5329
H -1.1380 3.3109 3.6395
H -3.0106 3.1433 5.1635
H -3.2478 1.8948 3.9390
H -4.4877 4.6789 3.9058
H -5.3340 3.1339 4.1353
H -5.4586 3.9852 1.7511
H -4.6824 2.4062 1.8740
H -3.4019 4.2286 0.5387
C -2.7257 0.0081 -5.3672
C -2.1972 -1.1804 -4.6002
O -3.2116 -1.6315 -3.7158
C -2.7511 -2.6582 -2.8614
C -3.8587 -3.0072 -1.8941
H -1.9762 0.3461 -6.0896
H -2.9336 0.8341 -4.6840
H -3.6453 -0.2515 -5.8985
H -1.3029 -0.8944 -4.0373
H -1.9177 -1.9989 -5.2809
H -1.8561 -2.3354 -2.3179
H -2.4700 -3.5431 -3.4530
H -4.1539 -2.1223 -1.3248
H -3.5135 -3.7760 -1.1961
H -4.7408 -3.3748 -2.4237
*
```

Properties
Relative energy (zero: lowest compared OMol25 entry of this formula, charge and spin): 0.8547 eV
Frontier orbital gap: 6.60 eV
HOMO: -0.10970 hartree
E: -4578.7969 Ha
Largest force on an atom: 2.40 eV/Å
LUMO level: 3.6 eV

Mulliken atomic charge list, values in e, 5 entries: K 1.01; S -0.43; C -0.39; C -0.87; C -0.48

***

No. 4
Below is C18H46Be2Cl3N4O11P as an isolated structure at a distorted geometry, with properties calculated with wB97M-V/def2-TZVPD.

```
! RIJCOSX wB97M-V def2-TZVPD def2/J DEFGRID3
* xyz 0 1
N -0.3047 1.8847 1.0814
C 0.8218 1.6891 0.1706
C 1.9770 2.6493 0.3791
N 1.5657 4.0857 0.4823
H -0.4736 2.8544 1.3029
H -1.1597 1.5066 0.6990
H 0.5425 1.6774 -0.8869
H 1.2344 0.6946 0.3607
H 2.6356 2.5822 -0.4831
H 2.5457 2.4146 1.2755
H 0.9749 4.2792 1.2867
H 2.4265 4.6534 0.6393
H 1.1426 4.4326 -0.3765
C 0.5518 -2.3668 1.9348
O 0.5578 -3.5413 1.6312
N 1.2562 -1.8369 2.9604
C 1.1919 -0.4239 3.2324
C 2.0696 -2.7594 3.7372
H -0.0428 -1.6149 1.3835
H 2.1856 0.0283 3.1588
H 0.7686 -0.1727 4.2256
H 0.5312 0.0272 2.4916
H 2.7914 -3.2549 3.0877
H 1.4444 -3.5273 4.1912
H 2.6009 -2.2186 4.5168
O 1.6281 0.2802 -2.7281
C 1.2699 -0.7390 -3.2765
C -0.9174 -0.4841 -3.4165
O -1.2732 -1.5093 -3.9284
H 1.3242 -1.6984 -2.7195
H 1.4598 -0.9307 -4.3487
H -0.9115 0.4720 -3.9754
H -1.0998 -0.2901 -2.3403
Be 1.4458 -0.2610 6.2379
C -3.0557 -4.1528 1.4021
O -4.0625 -3.7774 2.3280
C -3.9803 -2.4361 2.7643
C -4.9547 -1.5394 2.0335
O -4.6513 -1.4237 0.6546
C -5.4307 -2.2704 -0.1762
H -3.3771 -5.0853 0.9406
H -2.9234 -3.3986 0.6221
H -2.0993 -4.3180 1.9042
H -2.9584 -2.0538 2.6539
H -4.2313 -2.4268 3.8300
H -4.8973 -0.5326 2.4603
H -5.9755 -1.9091 2.1752
H -6.4432 -1.8689 -0.2996
H -5.4915 -3.2821 0.2299
H -4.9463 -2.3061 -1.1494
C -3.9745 -4.0513 -3.8820
Cl -3.7296 -4.8201 -2.3174
Cl -4.7363 -5.1624 -5.0163
Cl -4.9285 -2.5721 -3.7199
H -3.0052 -3.7726 -4.2745
C 3.7071 5.1699 2.9292
O 3.6545 5.4926 1.5444
H 2.8456 4.5385 3.1707
H 4.6214 4.6256 3.1695
H 3.6617 6.0713 3.5413
H 4.4382 6.0570 1.3546
C -0.7369 -0.2686 -8.2391
C 0.5687 0.4201 -8.6182
C 1.7775 -0.5262 -8.5633
C 1.9724 -1.0638 -7.2256
N 2.1079 -1.5083 -6.1856
H -0.7138 -0.6333 -7.2105
H -1.5722 0.4256 -8.3220
H -0.9401 -1.1172 -8.8940
H 0.7451 1.2672 -7.9533
H 0.4957 0.8194 -9.6300
H 2.6920 -0.0070 -8.8533
H 1.6383 -1.3671 -9.2472
C -1.4462 -1.6098 9.3964
O -0.5521 -1.5193 8.2909
H -1.7836 -0.6005 9.6165
H -2.3148 -2.2292 9.1604
H -0.9498 -2.0163 10.2806
H -0.2429 -2.4059 8.0841
O 7.1639 8.9881 1.0254
P 6.2085 8.0902 1.8035
O 4.8729 8.8224 1.7525
O 6.7300 8.0401 3.2372
O 6.0891 6.6807 1.2526
Be 2.3533 -4.0591 -5.8174
*
```

Properties
Frontier orbital gap: 4.85 eV
HOMO: -0.28463 hartree
E: -3511.0333 Ha
Largest force on an atom: 4.35 eV/Å
LUMO level: -2.9 eV

Mulliken atomic charge list, values in e, 5 entries: N -0.45; C 0.04; C -0.85; N -0.13; H 0.17